{"formula": "C5H7NO", "method": "ωB97M-V/def2-TZVPD", "symbols": ["O", "C", "C", "N", "C", "C", "C", "H", "H", "H", "H", "H", "H", "H"], "coordinates": [[-1.2162, 2.1213, -1.0863], [-0.5974, 1.2009, -0.6232], [-0.5964, 1.0210, 1.1033], [0.5566, 0.3010, 1.1470], [0.2774, -1.0618, 0.7497], [0.6403, -1.0287, -0.7449], [0.4190, 0.3794, -1.1963], [-0.4830, 2.0480, 1.4636], [-1.5233, 0.5454, 1.4454], [-0.7851, -1.3202, 0.8724], [0.8873, -1.7674, 1.3163], [0.0693, -1.7418, -1.3577], [1.6980, -1.2921, -0.8429], [0.6533, 0.5950, -2.2464]], "lumo_ev": [-1.20, -0.36], "gap_ev": [7.20, 8.66], "de_lowest_kj_mol": 394.5}

=====

{"formula": "C41H35BFNO15", "method": "ωB97M-V/def2-TZVPD", "symbols": ["C", "B", "O", "N", "C", "C", "C", "F", "C", "O", "O", "H", "H", "H", "H", "H", "H", "H", "H", "H", "H", "H", "O", "C", "C", "C", "C", "O", "C", "C", "H", "H", "H", "H", "O", "C", "C", "C", "C", "O", "C", "C", "H", "H", "H", "H", "O", "C", "C", "C", "C", "O", "C", "C", "H", "H", "H", "H", "O", "C", "C", "C", "C", "O", "C", "C", "H", "H", "H", "H", "O", "C", "C", "C", "C", "O", "C", "C", "H", "H", "H", "H", "O", "C", "C", "C", "C", "O", "C", "C", "H", "H", "H", "H"], "coordinates": [[2.0512, -4.9949, -0.3352], [1.7419, -3.5679, 0.1942], [2.7689, -2.8205, 0.7558], [0.4180, -2.9977, 0.1814], [-0.3114, -3.0484, -1.0995], [-1.7782, -2.8846, -0.9059], [-2.3997, -4.0934, -0.2867], [-3.0698, -4.8268, -1.2317], [0.3924, -1.7017, 0.7036], [0.6269, -0.7019, 0.1090], [0.0834, -1.7195, 1.9839], [1.5261, -5.2731, -1.2190], [3.0937, -5.0412, -0.5484], [1.8705, -5.7260, 0.4239], [2.8853, -3.0511, 1.6792], [-0.1554, -4.0074, -1.5388], [0.0532, -2.3138, -1.7862], [-2.2624, -2.6849, -1.8328], [-1.9918, -2.0424, -0.2772], [-1.6381, -4.7197, 0.1399], [-3.0752, -3.8381, 0.4938], [0.2658, -0.8171, 2.2726], [2.3869, 4.0973, -1.2701], [2.2698, 3.2992, -0.3679], [1.1953, 3.4445, 0.6526], [1.0526, 2.5576, 1.6320], [1.9611, 1.3890, 1.7355], [1.8145, 0.5317, 2.5820], [3.0438, 1.2540, 0.7318], [3.1891, 2.1412, -0.2442], [0.5344, 4.2943, 0.5362], [0.2692, 2.6372, 2.3739], [3.6824, 0.3859, 0.8310], [3.9610, 2.0572, -0.9983], [-2.5445, -1.4017, -1.9035], [-2.4408, -0.1974, -1.9837], [-3.5180, 0.6300, -2.5866], [-3.4034, 1.9510, -2.6787], [-2.1941, 2.6528, -2.1798], [-2.0857, 3.8581, -2.2623], [-1.1177, 1.8270, -1.5819], [-1.2282, 0.5047, -1.4860], [-4.3884, 0.0959, -2.9449], [-4.1712, 2.5734, -3.1191], [-0.2456, 2.3605, -1.2326], [-0.4554, -0.1188, -1.0496], [-0.8544, 6.6557, 7.5900], [-0.8361, 6.3008, 6.4343], [-0.2858, 7.1804, 5.3748], [-0.2763, 6.8001, 4.1048], [-0.8008, 5.4759, 3.6878], [-0.7687, 5.1742, 2.5100], [-1.3564, 4.5884, 4.7489], [-1.3763, 4.9766, 6.0254], [0.0959, 8.1403, 5.6981], [0.1160, 7.4275, 3.3145], [-1.7492, 3.6316, 4.4260], [-1.7838, 4.3616, 6.8180], [6.5743, -8.2871, -4.8040], [5.6825, -7.5348, -4.4830], [5.9186, -6.4224, -3.5255], [4.9384, -5.5973, -3.1717], [3.5663, -5.7519, -3.7194], [2.6749, -4.9993, -3.3946], [3.3288, -6.8631, -4.6758], [4.3089, -7.6881, -5.0302], [6.9258, -6.3288, -3.1403], [5.0871, -4.7804, -2.4767], [2.3213, -6.9563, -5.0603], [4.1602, -8.5039, -5.7258], [2.3306, 4.3486, -6.9952], [1.2143, 3.9237, -6.7982], [0.4421, 4.3036, -5.5868], [-0.7836, 3.8326, -5.3767], [-1.4301, 2.9070, -6.3396], [-2.5462, 2.4757, -6.1424], [-0.6599, 2.5253, -7.5513], [0.5642, 2.9974, -7.7640], [0.9328, 4.9767, -4.8951], [-1.3650, 4.0947, -4.5024], [-1.1512, 1.8488, -8.2389], [1.1453, 2.7349, -8.6388], [-2.9682, 2.4021, 7.4106], [-3.2414, 1.2270, 7.2930], [-4.6212, 0.7485, 7.5593], [-4.9361, -0.5372, 7.4578], [-3.9187, -1.5488, 7.0756], [-4.2065, -2.7202, 6.9876], [-2.5363, -1.0704, 6.8079], [-2.2235, 0.2187, 6.9074], [-5.3431, 1.5039, 7.8418], [-5.9344, -0.9097, 7.6491], [-1.8149, -1.8260, 6.5293], [-1.2227, 0.5912, 6.7227]], "lumo_ev": -1.78, "smiles": "CB(O)N(CCCF)C(=O)O.O=C1C=CC(=O)C=C1.O=C1C=CC(=O)C=C1.O=C1C=CC(=O)C=C1.O=C1C=CC(=O)C=C1.O=C1C=CC(=O)C=C1.O=C1C=CC(=O)C=C1", "gap_ev": 7.19}

=====

{"formula": "Br2H2O2Si", "method": "ωB97M-V/def2-TZVPD", "symbols": ["O", "O", "Si", "Br", "Br", "H", "H"], "coordinates": [[0.3393, 0.9009, 1.6491], [0.0032, 0.8316, -1.4205], [-0.1065, -0.4543, -0.4925], [1.4432, -1.9397, -0.7972], [-2.0835, -1.3296, -0.3173], [0.2103, 0.3119, 2.3907], [0.1942, 1.6793, -1.0123]], "lumo_ev": -0.77, "gap_ev": 8.90, "de_lowest_kj_mol": 352.8}

=====

{"formula": "C23H27FN2O11", "method": "ωB97M-V/def2-TZVPD", "symbols": ["C", "C", "C", "O", "O", "C", "C", "C", "N", "C", "O", "C", "C", "C", "N", "C", "F", "H", "H", "H", "H", "H", "H", "H", "H", "H", "H", "H", "H", "H", "H", "H", "H", "H", "H", "H", "O", "C", "C", "C", "O", "C", "O", "C", "C", "O", "H", "H", "H", "H", "O", "C", "C", "C", "O", "C", "O", "C", "C", "O", "H", "H", "H", "H"], "coordinates": [[-1.4737, 4.3054, -2.4780], [-1.5190, 2.7695, -2.3374], [-2.5925, 2.1271, -3.1816], [-2.3624, 1.3074, -3.9965], [-3.8808, 2.5550, -2.9922], [-4.5432, 1.9731, -1.8429], [-4.3390, 2.8124, -0.5683], [-3.8646, 2.0975, 0.7334], [-2.7306, 2.8655, 1.3168], [-1.6488, 2.0229, 1.5911], [-0.5360, 2.4141, 1.7770], [-2.1357, 0.5756, 1.5928], [-2.7090, 0.2834, 2.9994], [-1.0860, -0.4595, 1.1771], [0.0105, -0.5507, 2.1492], [-3.2396, 0.7061, 0.5472], [-4.1790, -0.3111, 0.5857], [-1.8245, 4.6245, -3.4651], [-0.4436, 4.6620, -2.3626], [-2.0803, 4.8130, -1.7190], [-0.5567, 2.3312, -2.6180], [-1.6841, 2.5158, -1.2805], [-4.1828, 0.9462, -1.7529], [-5.5991, 1.9206, -2.1267], [-3.6030, 3.5885, -0.7944], [-5.2761, 3.3464, -0.3623], [-4.6951, 2.0919, 1.4502], [-2.9526, 3.5123, 2.0660], [-1.9055, -0.1281, 3.6207], [-3.5173, -0.4528, 2.9454], [-3.0739, 1.1918, 3.4979], [-0.7296, -0.2317, 0.1566], [-1.5859, -1.4400, 1.1342], [0.7087, -1.1859, 1.7672], [0.4571, 0.3646, 2.1968], [-2.7412, 0.6775, -0.4299], [2.6065, -8.2366, 1.2333], [2.3510, -7.0527, 1.1122], [2.5106, -6.2977, -0.1140], [2.2042, -4.9931, -0.1187], [2.3148, -4.2153, -1.1866], [1.6999, -4.2818, 1.1153], [1.4628, -3.0901, 1.0047], [1.5264, -5.0346, 2.3367], [1.8304, -6.3409, 2.3415], [1.7096, -7.1220, 3.4035], [2.8742, -6.8150, -0.9904], [2.0317, -3.3214, -0.9082], [1.1557, -4.5157, 3.2095], [2.0052, -8.0124, 3.1223], [3.0440, 1.9415, 1.2198], [3.6585, 1.6465, 0.2143], [5.0532, 1.2417, 0.2030], [5.6425, 0.9517, -0.9640], [6.9096, 0.5731, -1.0806], [4.9047, 1.0347, -2.2782], [5.5385, 0.7614, -3.2822], [3.5104, 1.4256, -2.2689], [2.9143, 1.7125, -1.1018], [1.6422, 2.0767, -1.0250], [5.5739, 1.1891, 1.1485], [7.0634, 0.4385, -2.0381], [2.9890, 1.4726, -3.2148], [1.3877, 2.2221, -0.0899]], "lumo_ev": -1.65, "smiles": "CCC(=O)OCC[C@@H]1NC(=O)[C@](C)(CN)[C@H]1F.O=C1C=C(O)C(=O)C=C1O.O=C1C=C(O)C(=O)C=C1O", "gap_ev": 7.74}